Computed, not measured: a 9-piece molecular cluster, C36H86N4O9 overall at a distorted geometry, with wB97M-V/def2-TZVPD.

The geometry in ORCA input format:
```
! wB97M-V def2-TZVPD RIJCOSX def2/J DEFGRID3
* xyz 0 1
C -24.160 1.771 7.194
C -23.636 1.381 8.585
C -22.153 0.959 8.346
C -21.176 2.149 8.266
C -21.297 3.038 9.488
C -22.683 3.587 9.658
N -23.680 2.475 9.593
O -24.986 3.001 9.695
C -22.798 4.245 11.037
C -23.053 4.671 8.625
C -24.331 0.202 9.250
H -24.337 0.897 6.559
H -23.413 2.329 6.630
H -25.119 2.288 7.225
H -21.773 0.238 9.072
H -22.087 0.479 7.368
H -21.368 2.768 7.384
H -20.137 1.843 8.127
H -20.512 3.802 9.459
H -20.922 2.505 10.374
H -23.759 4.721 11.227
H -22.512 3.603 11.870
H -22.073 5.067 11.015
H -23.203 4.161 7.674
H -23.903 5.284 8.902
H -22.206 5.342 8.450
H -23.884 -0.097 10.193
H -24.186 -0.697 8.634
H -25.411 0.322 9.330
H -25.301 2.676 10.550
C -28.401 5.101 14.170
C -27.017 4.922 13.492
C -26.363 6.304 13.420
C -25.840 6.810 14.746
C -24.750 5.864 15.189
C -25.265 4.399 15.307
N -26.135 3.994 14.200
O -26.750 2.753 14.424
C -24.013 3.534 15.299
C -25.950 4.269 16.694
C -27.254 4.450 12.065
H -28.685 4.263 14.818
H -29.253 5.183 13.497
H -28.403 5.930 14.883
H -25.583 6.314 12.650
H -27.083 7.023 13.012
H -26.556 6.837 15.572
H -25.435 7.817 14.620
H -24.454 6.259 16.162
H -23.954 5.803 14.442
H -23.239 3.832 16.001
H -24.300 2.500 15.528
H -23.636 3.415 14.280
H -25.444 4.669 17.570
H -27.009 4.532 16.616
H -25.991 3.201 16.954
H -27.790 3.501 12.013
H -26.298 4.362 11.543
H -27.868 5.154 11.500
H -27.328 2.877 15.198
C -25.099 0.246 16.990
C -25.790 -0.938 17.761
C -24.775 -1.550 18.709
C -24.506 -0.716 19.963
C -25.843 -0.469 20.662
C -26.903 0.224 19.759
N -26.976 -0.529 18.492
O -27.927 0.026 17.586
C -28.247 0.093 20.462
C -26.471 1.688 19.555
C -26.108 -1.938 16.646
H -24.453 -0.150 16.198
H -24.339 0.706 17.628
H -25.838 0.896 16.528
H -25.012 -2.585 18.987
H -23.807 -1.719 18.223
H -23.976 0.191 19.670
H -23.822 -1.307 20.574
H -25.604 0.265 21.437
H -26.256 -1.410 21.021
H -28.563 -0.941 20.604
H -28.210 0.619 21.417
H -29.050 0.535 19.865
H -27.080 2.163 18.781
H -26.619 2.221 20.493
H -25.475 1.675 19.120
H -26.520 -1.483 15.746
H -26.838 -2.714 16.904
H -25.168 -2.437 16.409
H -28.653 -0.599 17.682
C -21.358 1.753 20.726
C -20.720 1.827 19.292
C -19.687 2.984 19.322
C -18.356 2.659 19.992
C -17.790 1.394 19.354
C -18.767 0.176 19.441
N -20.072 0.588 18.846
O -20.934 -0.520 18.914
C -18.167 -0.892 18.525
C -18.925 -0.300 20.874
C -21.778 2.270 18.291
H -21.671 0.725 20.924
H -22.267 2.356 20.682
H -20.705 2.052 21.541
H -19.567 3.326 18.290
H -20.144 3.790 19.902
H -18.580 2.473 21.047
H -17.644 3.482 19.940
H -16.882 1.121 19.891
H -17.727 1.537 18.274
H -17.081 -0.767 18.510
H -18.355 -1.913 18.865
H -18.485 -0.854 17.483
H -19.573 -1.167 20.981
H -17.940 -0.552 21.288
H -19.244 0.502 21.535
H -22.622 1.577 18.378
H -21.383 2.188 17.279
H -22.110 3.283 18.509
H -21.204 -0.685 17.984
O -21.938 -1.468 16.517
H -21.698 -2.392 16.379
H -22.013 -1.100 15.623
O -21.984 1.179 14.852
H -22.195 1.593 14.008
H -22.847 0.951 15.223
O -23.431 -1.232 13.804
H -22.963 -0.538 13.312
H -23.899 -1.739 13.132
O -22.599 1.025 12.033
H -21.731 0.610 11.922
H -22.711 1.584 11.231
O -19.301 1.077 15.921
H -19.425 1.231 16.873
H -20.186 1.208 15.549
*
```

Computed properties:
LUMO (eV): 0.31
Gap between HOMO and LUMO (Ha): 0.3074
Structure (SMILES): CC1(C)CCCC(C)(C)N1O.CC1(C)CCCC(C)(C)N1O.CC1(C)CCCC(C)(C)N1O.CC1(C)CCCC(C)(C)N1O.O.O.O.O.O
HOMO energy (eV): -8.053

---

Computed, not measured: C36H90F2NO28P6S2V as an isolated structure at a distorted geometry, with wB97M-V/def2-TZVPD.

The geometry in ORCA input format:
```
! wB97M-V def2-TZVPD RIJCOSX def2/J DEFGRID3
* xyz 2 3
V 0.513 0.167 -1.556
N -0.315 -0.389 0.176
S -0.909 0.292 1.526
O -0.229 -0.022 2.728
O -2.311 0.512 1.554
F -0.411 1.789 1.269
S -0.706 -1.995 0.579
O -2.086 -2.191 0.794
O 0.270 -2.659 1.352
F -0.469 -2.559 -0.863
C 5.993 1.374 1.748
C 5.614 1.566 0.265
O 4.297 1.135 -0.087
P 3.031 2.019 0.119
O 1.815 1.390 -0.427
O 3.027 2.278 1.652
C 2.174 3.306 2.247
C 1.895 2.890 3.670
O 3.337 3.423 -0.471
C 3.384 3.633 -1.893
C 4.648 4.346 -2.323
H 6.428 2.288 2.147
H 5.068 1.214 2.298
H 6.720 0.573 1.837
H 5.834 2.610 0.020
H 6.329 1.054 -0.377
H 2.626 4.290 2.143
H 1.234 3.312 1.696
H 1.789 1.808 3.707
H 2.674 3.177 4.379
H 1.004 3.371 4.075
H 3.394 2.686 -2.441
H 2.494 4.203 -2.159
H 4.521 4.907 -3.243
H 5.089 4.961 -1.534
H 5.453 3.617 -2.456
C -4.483 -3.402 -3.683
C -3.474 -2.675 -2.817
O -3.322 -1.341 -3.349
P -2.809 -0.156 -2.487
O -1.337 -0.187 -2.318
O -3.309 1.105 -3.252
C -3.278 1.295 -4.673
C -4.640 0.930 -5.282
O -3.600 -0.153 -1.169
C -5.028 -0.085 -1.203
C -5.596 -0.975 -0.121
H -4.411 -4.476 -3.537
H -5.509 -3.082 -3.479
H -4.365 -3.090 -4.722
H -3.777 -2.679 -1.770
H -2.533 -3.231 -2.862
H -3.020 2.317 -4.924
H -2.579 0.635 -5.185
H -5.478 1.122 -4.614
H -4.807 1.620 -6.117
H -4.677 -0.058 -5.732
H -5.410 0.918 -1.003
H -5.440 -0.354 -2.179
H -4.992 -0.800 0.784
H -6.608 -0.747 0.199
H -5.422 -2.049 -0.221
C -0.347 -6.258 -3.908
C 0.826 -5.315 -4.077
O 0.653 -4.117 -3.284
P 0.727 -2.747 -4.025
O 0.589 -1.658 -3.051
O 2.075 -2.753 -4.813
C 3.361 -2.981 -4.164
C 4.389 -3.180 -5.252
O -0.298 -2.820 -5.192
C -0.849 -1.589 -5.696
C 0.020 -1.038 -6.795
H -1.255 -5.647 -3.936
H -0.427 -6.994 -4.703
H -0.340 -6.772 -2.948
H 1.725 -5.837 -3.736
H 1.004 -5.104 -5.131
H 3.581 -2.044 -3.649
H 3.298 -3.823 -3.480
H 5.248 -3.769 -4.932
H 3.965 -3.826 -6.031
H 4.690 -2.275 -5.773
H -1.863 -1.795 -6.044
H -1.035 -0.841 -4.927
H -0.412 -0.130 -7.221
H 1.054 -0.856 -6.507
H 0.055 -1.733 -7.637
C 0.117 6.147 0.925
C -0.700 5.583 -0.237
O -0.989 4.174 -0.077
P -1.302 3.229 -1.284
O -0.379 2.098 -1.463
O -1.452 4.165 -2.533
C -0.562 4.134 -3.674
C -1.295 4.756 -4.859
O -2.722 2.666 -1.012
C -3.831 3.458 -0.468
C -4.124 3.025 0.939
H 0.970 6.720 0.581
H -0.546 6.779 1.517
H 0.401 5.364 1.625
H -1.633 6.126 -0.386
H -0.135 5.787 -1.149
H 0.250 4.843 -3.501
H -0.262 3.113 -3.892
H -1.514 5.804 -4.664
H -0.704 4.666 -5.769
H -2.262 4.277 -5.029
H -3.646 4.534 -0.543
H -4.613 3.270 -1.203
H -4.906 3.694 1.305
H -4.511 2.010 0.886
H -3.271 3.103 1.604
C 6.597 -1.674 -2.759
C 5.728 -2.261 -1.680
O 4.460 -1.580 -1.699
P 3.257 -2.063 -0.827
O 2.140 -1.104 -0.979
O 2.991 -3.503 -1.362
C 2.361 -4.498 -0.492
C 3.288 -5.636 -0.174
O 3.800 -2.164 0.623
C 3.206 -1.448 1.742
C 3.044 -2.407 2.911
H 6.897 -0.662 -2.462
H 7.557 -2.188 -2.797
H 6.120 -1.557 -3.730
H 5.614 -3.343 -1.758
H 6.244 -2.092 -0.731
H 2.061 -4.042 0.449
H 1.423 -4.767 -0.976
H 4.288 -5.260 0.059
H 2.909 -6.190 0.684
H 3.467 -6.368 -0.965
H 3.867 -0.624 1.994
H 2.202 -1.075 1.552
H 3.974 -2.637 3.432
H 2.327 -1.993 3.620
H 2.637 -3.366 2.589
C -4.521 3.310 9.820
C -3.884 1.945 9.870
O -3.008 1.767 8.741
P -1.865 0.694 8.806
O -0.686 0.993 9.609
O -2.663 -0.602 9.231
C -1.977 -1.799 9.574
C -2.476 -2.920 8.685
O -1.521 0.488 7.286
C -2.463 0.440 6.201
C -2.248 -0.846 5.415
H -4.569 3.613 8.774
H -5.521 3.377 10.251
H -3.978 4.033 10.430
H -3.372 1.825 10.829
H -4.596 1.119 9.813
H -0.900 -1.728 9.408
H -2.139 -2.103 10.607
H -3.559 -3.008 8.748
H -2.126 -2.826 7.658
H -2.052 -3.868 9.034
H -3.473 0.487 6.602
H -2.235 1.296 5.565
H -2.535 -0.731 4.367
H -1.265 -1.309 5.391
H -2.958 -1.550 5.858
*
```

Computed properties:
LUMO (alpha / beta) (eV): -6.32 / -5.39
Gap between HOMO and LUMO (alpha / beta) (Ha): 0.2303 / 0.2643
HOMO energy (alpha / beta) (eV): -12.584 / -12.584